The following is a DFT calculation (wB97M-V/def2-TZVPD) of a structure of composition C9H29CuF2N4O7S2.

Last column: Mulliken charge in e.
Cartesian coordinates (Å):
N 10.964 9.456 15.647  -0.6342
H 11.776 9.466 15.060  0.2374
H 10.448 10.333 15.525  0.2345
H 11.049 9.148 16.589  0.1554
H 10.190 8.778 13.903  0.3472
Cu 8.096 8.891 12.540  0.0248
N 8.021 9.830 14.754  -0.0995
S 7.633 11.353 14.636  1.0716
O 8.778 12.215 14.847  -0.6462
O 6.336 11.695 15.133  -0.5966
F 7.449 11.347 13.043  -0.2299
S 7.438 8.812 15.829  1.0103
O 8.093 7.537 15.569  -0.6041
O 6.025 8.811 16.002  -0.6003
F 7.942 9.216 17.222  -0.2365
C 10.893 8.317 12.095  -0.6212
O 10.084 9.145 12.944  -0.2628
H 11.909 8.300 12.406  0.3527
H 10.424 7.282 12.134  0.1989
H 10.767 8.527 11.061  0.2852
C 4.209 7.033 12.386  -1.7066
C 5.686 7.358 12.786  0.5550
C 6.452 6.184 12.096  -1.1031
O 7.818 6.181 12.430  -0.1443
C 8.094 5.345 13.574  -0.8081
N 6.192 8.624 12.248  0.1210
H 3.588 7.742 12.930  0.4295
H 3.830 6.049 12.595  0.4265
H 4.070 7.283 11.336  0.3502
H 5.653 7.351 13.835  0.4984
H 6.490 6.276 10.996  0.2582
H 5.923 5.292 12.431  0.5193
H 9.075 5.677 13.932  0.2025
H 8.047 4.273 13.278  0.3098
H 7.432 5.672 14.413  0.3778
H 5.629 9.368 12.671  0.3183
H 5.973 8.548 11.238  0.0610
C 8.100 9.917 8.582  -1.5550
C 6.683 10.422 8.985  0.7136
C 6.421 11.632 8.164  -0.7895
O 6.709 11.522 6.783  -0.2972
C 6.684 12.725 6.111  -0.7641
N 5.719 9.288 8.810  -0.5284
H 8.859 10.698 8.660  0.3653
H 8.045 9.624 7.557  0.4910
H 8.355 9.110 9.272  0.3144
H 6.688 10.671 10.023  -0.1100
H 7.018 12.527 8.512  0.4419
H 5.306 11.892 8.345  0.2949
H 7.166 13.527 6.694  0.3248
H 5.705 13.065 5.800  0.2803
H 7.284 12.631 5.243  0.2787
H 6.077 8.548 8.166  0.2354
H 4.871 9.603 8.381  0.2519

## Properties
E_LUMO   0.456 eV
Total charge   0

The following is a DFT calculation (wB97M-V/def2-TZVPD) of a structure of composition C9H2F6N3O11PtS2.

Last column: Mulliken charge in e.
Cartesian coordinates (Å):
Pt 0.521 -0.772 0.100  1.4631
F -0.138 -2.182 3.500  -0.1423
C 0.249 -1.092 4.136  0.6465
F 1.118 -1.421 5.087  -0.2300
F -0.810 -0.512 4.703  -0.2312
S 0.996 0.161 2.997  1.0557
O -0.095 0.739 2.271  -0.6514
O 1.814 1.006 3.808  -0.6142
N 1.808 -0.867 2.002  -0.6131
S 2.946 -0.181 1.069  0.8782
O 2.214 0.625 0.072  -0.7031
O 4.060 0.392 1.737  -0.5608
C 3.637 -1.675 0.158  0.7254
F 3.437 -2.782 0.852  -0.2246
F 3.129 -1.805 -1.054  -0.2103
F 4.946 -1.461 0.042  -0.2171
O -0.673 -1.942 -3.569  -0.6621
C -0.257 -1.922 -2.428  0.5395
O -0.023 -0.803 -1.798  -0.5755
C 0.041 -3.233 -1.734  0.6222
C 0.471 -4.287 -2.512  -0.6569
C 0.733 -5.515 -1.921  -0.3378
C 0.518 -5.735 -0.576  -0.4566
C 0.035 -4.691 0.183  -0.2509
C -0.174 -3.403 -0.346  0.6961
O -0.566 -2.410 0.419  -1.1073
N -0.253 -4.985 1.590  1.0928
O 0.497 -5.757 2.162  -0.6332
O -1.289 -4.559 2.048  -0.5401
N 1.225 -6.622 -2.743  1.0308
O 1.432 -7.690 -2.196  -0.6435
O 1.399 -6.416 -3.928  -0.6315
H 0.590 -4.142 -3.576  0.5636
H 0.716 -6.694 -0.123  0.5796

## Properties
E_LUMO   1.759 eV
Total charge   -1
Energy above the lowest of the compared OMol25 structures with the same formula, charge and spin   19.40 kcal per mole

The following is a DFT calculation (wB97M-V/def2-TZVPD) of a cluster of 6 separate species, C9H30ClNO8 in total.

Last column: Mulliken charge in e.
Cartesian coordinates (Å):
N -0.825 0.954 -0.116  0.0905
H -0.720 1.500 -0.974  0.3615
H -1.785 1.088 0.266  0.3937
H -0.146 1.269 0.590  0.2844
H -0.750 -0.041 -0.326  0.1204
Cl 0.838 2.473 -3.163  1.7454
O 2.120 1.758 -3.014  -0.6747
O 1.022 3.707 -3.878  -0.6787
O -0.103 1.617 -3.840  -0.6603
O 0.362 2.767 -1.820  -0.7867
O -3.508 1.306 0.558  -0.5974
H -4.161 1.105 -0.124  0.2615
H -3.950 1.931 1.146  0.2761
C 3.713 -1.238 0.182  -1.5180
C 2.268 -0.816 -0.128  0.8465
C 1.268 -1.733 0.593  -1.0915
O 2.132 0.532 0.298  -0.4120
H 4.371 -0.688 -0.492  0.3972
H 3.881 -2.314 0.108  0.3948
H 3.974 -0.962 1.206  0.3238
H 2.092 -0.946 -1.203  0.0821
H 0.299 -1.673 0.105  0.0041
H 1.204 -1.350 1.615  0.2123
H 1.632 -2.755 0.574  0.4737
H 2.631 1.094 -0.310  0.2823
C -0.815 0.670 3.699  -1.2189
C -0.268 2.068 3.541  0.4421
C 0.784 2.386 4.593  -1.2960
O 0.256 2.231 2.198  -0.5122
H -1.359 0.257 2.850  0.2894
H -1.565 0.698 4.497  0.4154
H -0.007 -0.029 3.934  0.2605
H -1.120 2.755 3.588  0.2255
H 1.668 1.793 4.335  0.3746
H 0.380 2.123 5.573  0.3634
H 1.124 3.413 4.717  0.3174
H 1.161 1.884 2.254  0.2383
C -0.424 -1.929 -3.528  -1.1683
C -1.783 -2.049 -2.857  0.4030
C -2.122 -3.492 -2.524  -1.3126
O -1.718 -1.321 -1.604  -0.3597
H -0.382 -2.351 -4.527  0.4350
H 0.349 -2.350 -2.880  0.2396
H -0.223 -0.854 -3.577  0.2208
H -2.496 -1.645 -3.580  0.3276
H -3.197 -3.590 -2.333  0.3650
H -1.702 -3.826 -1.571  0.2965
H -1.746 -4.181 -3.280  0.3570
H -2.652 -1.243 -1.371  0.1655

## Properties
E_LUMO   -0.424 eV
Total charge   0
Energy above the lowest of the compared OMol25 structures with the same formula, charge and spin   11.35 kcal per mole

Table of E (eV), in record order: -101839.9269; -77575.8800; -40204.7579
Table of largest force on an atom (eV/Å), in record order: 3.728; 1.862; 2.011
Table of HOMO-LUMO gap (eV), in record order: 9.1879; 8.2675; 8.5663